Below is a 2-piece molecular cluster, C6H11O4P overall, with properties calculated with ωB97M-V with the def2-TZVPD basis set.

- Relative energy (zero: lowest compared OMol25 entry of this formula, charge and spin): 118.26 kJ/mol
- HOMO: 0.47 eV
- Maximum force: 0.09401 Eh/bohr
- Total energy: -877.52948 Eh
- LUMO level: 6.365 eV
- Charge: -2
- Kohn-Sham gap: 5.9 eV

Each line ends with the Mulliken charge.
Element x y z (Å)
1 C -1.634842 0.912383 0.455037  0.16
2 C 2.568517 1.909346 -0.659119  -1.13
3 C -1.291240 -1.517958 1.504602  -1.20
4 C -1.557666 -1.410657 -0.927667  -1.35
5 C 1.276201 1.402190 -0.188772  -0.27
6 C -1.318923 -0.593860 0.275618  0.82
7 O -1.820579 1.342957 1.597669  -0.76
8 O 1.851690 -1.147844 1.047637  -0.78
9 O -1.969974 1.544144 -0.617415  -0.79
10 O 1.413365 -1.049119 -1.437199  -0.78
11 P 1.157963 -0.520942 -0.088206  0.94
12 H 2.575415 3.060965 -0.586136  0.32
13 H 3.571792 1.529696 -0.032497  0.20
14 H 2.822511 1.739127 -1.695023  0.32
15 H -0.795873 -0.988569 2.359423  0.23
16 H -0.640616 -2.482461 1.285956  0.22
17 H -2.423771 -1.853650 1.712873  0.37
18 H -2.589682 -1.919235 -0.920599  0.38
19 H -1.036640 -2.367785 -1.157865  0.32
20 H -1.605986 -0.905009 -1.888286  0.30
21 H 0.431619 1.581096 -0.873141  0.22
22 H 1.016725 1.735183 0.833111  0.27

Cartesian forces (eV/Å) of the 2 atoms listed first:
-2.890 -0.981 -2.395
3.628 1.856 1.252